Record 1
19
Properties=species:S:1:pos:R:3:forces:R:3 method="wB97M-V/def2-TZVPD" smiles="C=CC=C.O.O.O" lumo_ev=0.231
H -2.19533 1.44150 0.26694 -0.73 -1.03 0.69
H -2.38838 2.49777 2.51416 1.43 0.58 -0.07
C -2.92041 4.44284 1.58630 -1.29 -0.01 0.85
C -2.92159 2.19371 0.54804 0.19 0.87 -0.11
H 6.20463 -4.33980 -0.56389 0.23 -0.30 0.26
H 0.33741 -4.90100 -1.27880 -0.22 -0.08 0.41
O 5.96369 -4.31785 0.37396 -0.28 0.47 -0.71
O 0.54282 -4.03478 -0.90556 0.18 -0.26 -0.73
H 1.91388 -3.83708 -4.23153 0.11 0.72 -0.22
H -3.58843 4.82910 0.82093 0.28 0.00 -0.23
H -1.73018 4.82850 3.23890 -0.12 0.16 0.18
O 2.79235 -3.79829 -3.82567 -0.87 -0.94 0.02
H -3.73392 2.39146 -0.14675 0.65 0.60 -0.55
H 2.84162 -4.74195 -3.60718 0.70 0.19 0.22
C -2.67009 3.01056 1.59691 -0.84 -0.89 -0.44
H -2.40048 6.33424 2.39922 -0.37 0.04 0.17
H 1.04285 -3.65946 -1.64385 0.11 0.37 0.30
C -2.40595 5.25947 2.50708 0.82 -0.33 -0.50
H 5.31551 -3.59895 0.35078 0.03 -0.17 0.44

Record 2
19
Properties=species:S:1:pos:R:3:forces:R:3 method="wB97M-V/def2-TZVPD" lumo_ev=-3.232
H 2.03056 0.29425 -2.57085 -0.16 0.04 -0.03
H -3.84464 0.66634 -0.37602 0.49 -0.04 0.00
H -0.28934 -0.13361 1.17540 0.14 -0.38 0.59
H -0.70703 2.44349 0.05517 -0.04 0.37 -0.04
C 1.43840 0.07901 -0.52738 -1.30 0.71 -0.87
H -1.75895 1.25466 -0.07724 -0.10 -0.24 0.13
O -2.92864 0.53762 -0.65808 -0.36 0.53 0.02
C 1.70563 -0.25575 0.80325 0.19 -1.48 0.07
H -1.52657 -2.00597 -1.06941 -0.25 0.23 0.10
H 2.71199 -0.55720 1.10054 0.14 0.42 -0.04
H 0.63482 0.02048 2.67178 0.50 -0.13 0.22
H 3.35483 -0.18346 -1.36430 0.06 0.10 -0.18
C 2.31698 0.08148 -1.55264 0.95 -0.48 0.96
C 0.59648 -0.49772 1.71488 -1.06 0.96 -0.86
H 0.39882 0.35544 -0.73701 0.22 -0.19 0.22
O -1.50867 -1.39114 -0.32880 0.76 -0.83 0.16
O -0.81698 1.53015 0.31091 -0.49 0.39 -0.20
H 0.44714 -1.57150 1.88013 0.41 -0.12 0.04
H -2.25484 -0.66659 -0.45032 -0.09 0.14 -0.28

Record 3
19
Properties=species:S:1:pos:R:3:forces:R:3 method="wB97M-V/def2-TZVPD" smiles="CC(C)C=O.O.O" lumo_ev=0.428
H -0.61176 2.64501 0.02988 -1.32 0.46 -1.02
H 0.11466 -1.15272 1.08367 -0.90 -0.02 0.00
H 2.71588 -2.65933 -0.87840 1.91 -0.72 1.27
C -0.53000 1.70218 0.54312 3.45 0.01 1.35
H 1.35490 -2.18091 -0.94748 0.44 -0.04 -0.92
H -2.44557 -0.39035 -1.49290 0.90 0.08 0.48
H -1.77318 1.12703 -2.03569 -0.11 -0.24 0.85
O 0.12501 1.86058 1.57366 -1.47 -0.82 -0.45
C -1.96832 0.53424 -1.10440 -0.16 0.65 -1.25
H -1.05548 -1.63463 -0.15388 -0.02 -1.69 -1.57
O 2.48302 0.45441 1.59191 0.77 1.28 0.00
H 3.36804 0.87330 1.61650 -0.48 -0.71 -0.06
C -0.83562 -0.91299 0.55305 2.03 1.53 1.28
H -2.81233 1.01998 -0.59093 0.47 0.10 0.14
H 1.91963 1.25277 1.65902 -0.15 -0.83 0.08
H -1.70805 -0.94132 1.18488 -0.07 0.42 0.66
O 2.11697 -2.39535 -1.53301 -2.37 0.80 -0.32
C -0.66915 0.40355 -0.21034 -2.58 -0.16 -0.98
H 0.21133 0.39454 -0.88865 -0.32 -0.11 0.45

Record 4
19
Properties=species:S:1:pos:R:3:forces:R:3 method="wB97M-V/def2-TZVPD" smiles="C/C=C(/C)O.O.O" lumo_ev=0.423
H 0.80021 -0.80946 -1.55100 0.19 -0.08 0.28
H -0.14660 -1.03617 2.28054 0.42 0.08 0.47
C -2.75985 -0.25478 -0.67074 0.57 0.86 -1.03
H 2.02447 -0.30872 -2.27863 0.05 -0.23 -0.04
C -1.62486 -0.58038 0.23108 -0.70 -1.10 1.21
H -2.50004 0.66953 -1.20513 -0.25 -0.15 -0.02
O 1.76836 -0.89427 -1.55394 -0.15 0.28 -0.30
H 2.82083 1.77176 -0.48237 0.33 0.61 0.08
H -1.75135 -1.43081 0.90511 -0.36 0.19 -0.09
O 2.88600 1.14498 0.24310 -0.22 0.27 -0.36
H 0.92372 1.22710 -0.04462 0.87 -0.01 0.72
H -2.94997 -1.01164 -1.42868 0.03 -0.21 -0.02
C -0.51585 0.06420 0.53594 2.09 0.87 0.48
H 0.27740 0.72246 2.37432 0.32 -0.10 0.29
O -0.00022 1.10088 -0.21663 -1.90 0.05 -0.64
H 2.75189 0.33241 -0.25554 0.00 -0.82 0.11
C 0.34784 -0.19510 1.79765 -1.71 -0.49 -1.81
H -3.70496 -0.07318 -0.15804 0.15 -0.09 0.28
H 1.35295 -0.43881 1.47758 0.25 0.05 0.38

Record 5
20
Properties=species:S:1:pos:R:3:forces:R:3 method="wB97M-V/def2-TZVPD" smiles="COC(O)O.C=O.C" lumo_ev=0.368
H -3.02275 -1.02467 -0.84847 0.06 0.01 -0.05
H -3.04733 0.77934 0.90540 0.04 0.06 0.11
C 2.38829 -0.06973 1.48846 0.22 -0.56 -0.09
H -1.83181 0.20846 -1.37013 -0.01 -0.06 -0.08
H 0.78018 0.12465 -1.22864 -0.19 -0.04 0.11
O -0.80986 1.13643 0.73404 -0.17 0.31 -0.13
H -1.57502 -1.51254 -1.76676 -0.07 0.06 -0.06
H 1.57185 0.63293 -2.72564 -0.02 0.04 -0.18
C -1.35441 -0.07202 1.14603 0.64 -0.23 0.35
H 3.45953 -0.23149 1.67585 0.12 0.13 0.08
O 1.84160 0.95974 1.76188 -0.16 0.42 0.08
H -0.83812 -0.49249 2.02000 -0.06 0.16 -0.17
H 2.36816 -0.52687 -1.65983 0.14 -0.17 -0.01
H 2.20854 1.17122 -1.16700 0.02 0.05 0.01
O -1.20519 -1.05316 0.15623 0.00 -0.10 0.00
H 1.85736 -0.92168 1.04014 -0.18 0.00 -0.08
O -2.66483 0.13284 1.51272 -0.48 0.00 -0.11
C -1.96195 -0.82057 -1.02217 0.06 0.01 0.12
C 1.73070 0.34863 -1.69319 0.08 0.11 0.01
H 0.10507 1.23100 1.04109 -0.02 -0.20 0.08

Record 6
20
Properties=species:S:1:pos:R:3:forces:R:3 method="wB97M-V/def2-TZVPD" smiles=OCCO.OCCO lumo_ev=0.639
O 2.18275 0.34133 -6.14566 -0.39 -0.73 0.72
C -0.42599 2.82901 -2.19019 -0.89 -1.45 1.18
H 0.34094 2.17316 -1.73507 0.14 0.35 0.02
H 1.80302 1.19120 -4.14272 -0.18 -0.65 -0.86
H -0.43174 3.78163 -1.62633 -0.14 -0.42 -0.56
H -0.49448 2.22094 -4.01124 0.35 0.73 0.27
H -1.22424 1.19655 -0.27644 -0.64 0.47 -0.22
H 2.91574 -0.22717 -6.46176 -0.43 0.82 0.36
H 3.05631 -1.11767 -4.83811 0.35 -0.17 0.89
H -1.74377 1.05714 -2.53202 0.30 0.41 -0.13
H 4.60772 0.43277 -5.17697 -0.08 1.42 -0.09
H 4.29432 1.08410 -3.54186 -0.67 -0.27 -0.33
C 3.83019 0.55990 -4.39932 1.31 -0.76 -0.82
H 2.65951 2.11443 -5.41163 0.20 -0.12 0.88
O -0.17133 3.01663 -3.53916 -0.08 -0.19 -1.26
C -1.74358 2.01925 -1.98450 -0.44 0.66 0.70
O 3.64078 -0.81581 -4.11170 -1.03 -0.76 0.50
H -2.65307 2.57590 -2.28187 0.63 -0.12 -0.14
C 2.54481 1.11009 -4.96042 0.93 1.25 -1.25
O -1.96235 1.75527 -0.59803 0.79 -0.48 0.11

Record 7
20
Properties=species:S:1:pos:R:3:forces:R:3 method="wB97M-V/def2-TZVPD" smiles="C=C/C=C/O.O.O.O" lumo_ev=-0.126
C 2.39605 -2.76585 1.12539 -3.74 0.39 2.80
H 3.30034 -3.08961 0.76818 1.87 0.25 -2.35
C 0.09091 -0.60628 -0.79876 0.64 0.61 0.36
H 0.61869 -1.77341 1.84501 1.19 -0.58 -1.98
C 1.21664 -1.04646 -0.21859 0.70 -0.42 -0.13
H -4.53532 1.92115 1.67749 -0.52 -1.06 0.37
C 1.36602 -1.88751 0.95082 0.16 -0.77 1.50
O -2.53047 0.55345 -0.59522 -1.71 -0.55 1.39
H -4.00699 3.02928 0.93666 0.77 1.09 -2.09
O 0.30443 0.10768 -1.94592 -1.02 0.96 -0.98
H -3.14334 -0.06225 -0.09223 1.02 0.90 -1.10
H 2.15952 1.79674 -1.52164 -2.65 -1.78 0.08
O -4.31262 2.83225 1.78604 -0.31 -0.01 1.68
H 2.23881 -3.41807 1.98325 -0.08 0.30 0.44
H 2.21822 -0.94942 -0.70182 -1.16 0.38 -0.20
H -0.96218 -0.62705 -0.44862 1.33 -0.37 -0.12
H 3.54885 1.81624 -0.99895 1.43 -1.21 1.40
O 2.94627 2.25660 -1.53775 1.16 2.90 -1.50
H -0.47469 0.63267 -2.25471 0.70 -0.97 0.71
H -2.43914 1.27985 0.04137 0.22 -0.06 -0.26

Record 8
20
Properties=species:S:1:pos:R:3:forces:R:3 method="wB97M-V/def2-TZVPD" smiles="C=CC(=C)O.O.O.O" lumo_ev=0.702
O -1.48542 -2.97817 0.48951 -0.38 -1.22 0.27
C -0.11721 1.07610 0.34988 0.11 -0.74 0.36
C -1.23582 1.21486 -0.60148 0.96 0.19 -0.95
C 0.55219 2.06761 0.93147 -0.65 -0.16 -0.01
H -2.01606 1.93137 -0.38101 -0.01 0.00 0.08
H -2.35934 -3.04832 0.10345 -0.08 0.05 -0.13
C -1.19595 0.62249 -1.79883 -1.38 0.45 0.81
H 1.32763 1.86881 1.65416 0.19 0.10 -0.03
O 0.12613 -2.10073 2.59965 0.79 -0.59 0.07
H -1.16798 -2.11167 0.28965 0.45 1.19 -0.18
H -0.68965 -2.03534 3.08634 -0.50 0.05 0.17
H 3.39682 1.89356 -2.39785 0.29 0.48 0.21
H 0.57281 -0.41912 1.38060 0.47 -0.29 0.81
H 0.18286 -3.04395 2.35999 -0.11 0.65 -0.05
H -2.05681 0.83191 -2.42382 0.24 -0.23 -0.39
O 0.17216 -0.26008 0.53579 -0.53 0.48 -0.91
O 2.92727 1.11031 -2.66065 -0.23 -0.70 -0.12
H -0.46152 -0.09137 -2.11801 0.33 -0.03 -0.02
H 3.29789 0.39488 -2.12794 -0.09 0.20 -0.09
H 0.23000 3.07683 0.72909 0.15 0.12 0.11

Record 9
21
Properties=species:S:1:pos:R:3:forces:R:3 method="wB97M-V/def2-TZVPD" charge=+2 lumo_ev=-10.554
H 0.75689 -1.07448 0.22054 -0.22 0.24 0.10
H 0.66207 0.19825 -2.99728 -0.08 -0.49 0.51
H -0.77953 -1.68076 2.76761 -0.62 0.38 0.22
H 0.68832 1.83852 -2.99237 0.09 0.71 0.84
H 2.45587 0.54839 -1.86523 0.39 0.07 0.31
C -0.88569 -1.38748 1.71599 0.52 -1.52 -1.00
C -0.67463 0.91280 -1.50908 0.47 -0.56 1.09
C 0.60848 1.01808 -2.27191 -0.72 -0.46 -1.76
H -1.54339 0.72401 -2.13571 0.05 0.29 -0.10
H -1.50726 -2.13663 1.21718 0.47 -0.48 0.15
H -2.47219 -0.34662 1.52860 -0.08 0.36 0.05
H 1.31805 -1.24166 2.93298 0.53 0.77 0.54
O -0.86207 2.01336 -0.59373 0.59 0.33 -0.27
O 1.37526 -0.68707 2.13987 0.16 -0.19 -0.75
H -1.68633 2.44527 -0.85160 0.14 0.52 0.44
H -0.58048 0.09165 -0.79676 -0.16 -0.47 -0.55
C 0.57780 -1.47470 1.22195 -1.46 0.78 -0.76
H 0.86233 -2.52170 1.10938 0.32 0.00 0.71
Sn 1.50256 2.01935 1.07083 -1.15 -1.58 -1.20
O 1.71340 0.90661 -1.36284 0.04 0.72 1.05
O -1.52947 -0.16521 1.45157 0.74 0.58 0.38

Record 10
18
Properties=species:S:1:pos:R:3:forces:R:3 method="wB97M-V/def2-TZVPD" smiles=CCO.CCS lumo_ev=0.827
O 1.74025 1.17581 0.96265 -0.31 -1.06 -1.16
C -0.27034 -2.73325 0.32151 0.63 -0.07 -0.26
H 2.08628 1.39561 1.80960 0.36 0.69 0.73
H 1.29576 3.15289 0.81497 -1.10 0.03 -0.22
H -0.55523 -1.07892 -0.96750 -0.71 0.32 -0.22
H 0.62943 1.02281 -1.34402 -0.30 -0.29 0.26
H -3.08291 -0.74201 -0.89075 -0.23 0.01 0.06
H -0.11870 2.57543 -1.42690 0.10 0.17 0.24
H -0.64087 1.50179 -0.12828 0.05 -0.24 -0.05
C 1.36033 2.28198 0.15210 1.18 0.52 0.39
H -0.90352 -0.66182 0.74701 1.08 0.07 -0.17
H 2.18078 2.60423 -0.51194 0.07 -0.47 0.03
S -2.82052 -1.63145 0.07505 0.36 -0.06 -0.87
C -0.97737 -1.41526 -0.02881 -0.51 -0.76 1.13
H -0.02082 -2.85397 1.37488 -0.28 0.06 0.06
H 0.68338 -2.79095 -0.21767 -0.04 0.21 0.17
H -0.80415 -3.61768 -0.02643 -0.31 0.12 0.13
C 0.21821 1.81476 -0.71548 -0.05 0.73 -0.25

Computed values of highest occupied orbital energy (unit: eV) for the preceding records, in sequence: -8.4; -7.8; -10.2; -8.6; -10.2; -10.3; -8.1; -8.8; -17.4; -8.8.
Computed values of calculated total energy (unit: eV) for the preceding records, in sequence: -10482.51425; -10480.55629; -10484.00607; -10484.49595; -12531.38849; -12530.55922; -12529.85794; -12531.17499; -18344.32898; -17224.38444.
Computed values of gap between HOMO and LUMO (unit: eV) for the preceding records, in sequence: 8.6551; 4.6129; 10.5929; 9.0000; 10.5371; 10.9199; 8.0171; 9.4709; 6.8339; 9.6386.